This record from the OMol25 dataset describes a molecular structure, C6H10N5O2PdS. The level of theory is ωB97M-V/def2-TZVPD.

As for the highest occupied orbital energy (alpha / beta): 0.48 / -0.83 eV. The orbital gap (alpha / beta) is 4.673 / 5.979 eV. The calculation puts the energy above the lowest of the compared OMol25 structures with the same formula, charge and spin at 0.262 eV. As for the expectation value of S²: 0.755. As for the LUMO energy (alpha / beta): 0.18927 / 0.18923 Eh. As for the total energy: -1184.90593 a.u.

Geometry as ORCA input:
```
! wB97M-V def2-TZVPD RIJCOSX def2/J DEFGRID3
* xyz -2 2
Pd -1.392 0.465 -1.742
N 0.019 0.870 1.143
C -0.153 2.281 1.464
C -0.942 3.007 0.376
C -0.086 3.297 -0.878
O 0.563 4.360 -0.897
O -0.153 2.433 -1.792
H -0.861 0.397 0.973
H 0.521 0.374 1.868
H 0.847 2.721 1.539
H -0.652 2.456 2.435
H -1.303 3.954 0.790
H -1.800 2.394 0.083
N 2.172 -2.269 0.274
C 1.125 -3.235 0.407
N 1.628 -4.430 1.013
N 0.267 -3.428 -0.662
C -0.036 -2.393 -1.373
N -0.319 -1.494 -2.077
H 2.465 -1.926 1.179
H 1.873 -1.475 -0.282
H 2.484 -4.718 0.526
H 0.944 -5.163 0.866
S -4.059 0.865 -3.275
C -3.151 0.654 -1.959
*
```